1.
Entry from the OMol25 dataset: a structure of composition C17H22AuFN9O5Se in a non-equilibrium geometry (ωB97M-V/def2-TZVPD).

Values from the calculation:
* LUMO level (alpha / beta): -0.2029 / -0.2260 hartree
* spin multiplicity: 3
* calculated total energy: -113378.8040 eV
* charge: +1

Last column: Mulliken spin population.
Atoms and positions in Å:
Au: 0.3610 -0.7171 1.7458  0.248
Se: -1.1993 -2.1346 3.1423  0.618
C: -0.4629 -3.8424 2.7035  -0.012
C: -1.2816 -4.9843 2.8668  0.010
C: -0.7719 -6.1947 2.4619  -0.003
N: 0.4707 -6.3863 2.0083  0.021
C: 1.2611 -5.3160 1.9448  -0.009
C: 0.8185 -4.0464 2.2343  0.017
H: -2.3450 -4.9085 3.1348  -0.004
H: -1.4417 -7.0890 2.4733  0.000
H: 2.3085 -5.5242 1.7085  0.000
H: 1.4233 -3.1890 1.9540  -0.003
F: -2.0143 -1.3688 -1.6232  0.006
C: -0.7454 -0.7328 -1.1747  0.002
C: 0.2486 0.8449 -2.9433  0.150
N: 1.5227 0.5585 -2.5622  0.066
C: 2.3171 1.7409 -2.1710  0.002
C: 2.2450 1.8712 -0.6503  0.011
O: 3.4229 2.2638 -0.3289  0.020
O: 1.2414 1.4847 0.0982  0.013
C: 2.1551 -0.7200 -2.4767  0.000
O: 3.3453 -0.9219 -2.5983  0.025
N: 1.2288 -1.7428 -2.3712  0.000
C: 0.3242 -1.7502 -1.3114  0.013
O: 0.2792 -2.6514 -0.5116  0.004
H: 0.0413 1.5642 -3.7494  0.001
H: 1.8671 2.5903 -2.7540  0.003
H: 3.3796 1.6313 -2.4872  -0.001
H: 1.7223 -2.6284 -2.4022  0.000
N: 3.0101 0.9330 2.0559  0.006
C: 3.1365 -0.1510 2.8104  0.000
N: 4.2495 -0.3600 3.5322  0.000
O: 2.2104 -1.0460 2.8616  0.030
H: 3.7467 1.6516 1.9238  -0.001
H: 2.2244 1.0309 1.4470  0.004
H: 4.7760 0.4664 3.7972  0.001
H: 4.0803 -1.0074 4.2860  0.000
C: -3.4109 3.6685 -2.5645  0.003
C: -3.2960 3.6261 -1.0840  -0.002
C: -2.0220 4.2583 -0.5335  0.005
C: -3.3796 2.2470 -0.4871  0.000
N: -2.2728 1.3468 -0.7432  0.021
C: -1.8148 0.5635 0.2159  0.039
N: -0.8285 -0.3227 0.1226  0.187
N: -0.8162 0.4857 -2.2149  -0.042
N: -1.6918 1.4896 -1.9486  0.565
H: -3.6067 4.6856 -2.9161  0.001
H: -4.2248 3.0714 -2.9671  0.000
H: -2.4781 3.3840 -3.0286  -0.002
H: -4.1653 4.1370 -0.6456  0.000
H: -1.1855 3.5726 -0.1593  -0.003
H: -2.2488 4.9868 0.2378  0.000
H: -1.5245 4.8401 -1.3362  0.000
H: -4.3064 1.7219 -0.7283  0.010
H: -3.4479 2.4923 0.6144  -0.005
H: -2.4349 0.5270 1.0915  -0.014



2.
Entry from the OMol25 dataset: a cluster of 3 separate species, C17H22BBr2IN4O6 in total in a non-equilibrium geometry (ωB97M-V/def2-TZVPD).

Values from the calculation:
* LUMO level: -0.0128 hartree
* spin multiplicity: 1
* SMILES string: C/C(Br)=C(\Br)N1C(=O)c2cc(N)c(I)c(B(O)O)c2C1=O.CN(C)C=O.CN(C)C=O
* calculated total energy: -185095.3842 eV

Last column: Löwdin charge in e.
Atoms and positions in Å:
C: -2.8874 -3.5124 -1.4504  -0.170
C: -1.3984 -3.3600 -1.4531  -0.743
Br: -0.4336 -4.9519 -1.1656  0.789
C: -0.7450 -2.2134 -1.6513  -0.699
Br: -1.7800 -0.6318 -1.9420  0.874
N: 0.6495 -2.1368 -1.6822  -0.012
C: 1.2566 -1.8609 -2.9947  -0.331
O: 1.6124 -2.6913 -3.7574  0.187
C: 1.4842 -0.3851 -3.0176  -0.094
C: 1.6240 0.5084 -4.0664  0.071
C: 1.8202 1.8594 -3.7577  -0.339
N: 1.9155 2.7688 -4.8557  0.038
C: 1.9173 2.2490 -2.4015  -0.551
I: 2.2425 4.2716 -1.9539  1.005
C: 1.7906 1.3514 -1.3344  -0.071
B: 1.9218 1.7619 0.2028  -0.730
O: 0.8399 2.2203 0.8945  0.174
O: 3.1613 1.6973 0.7881  0.165
C: 1.5503 0.0337 -1.6972  -0.086
C: 1.3224 -1.1579 -0.8407  -0.328
O: 1.7042 -1.3671 0.2641  0.182
H: -3.1793 -4.5340 -1.2430  0.055
H: -3.3160 -2.8482 -0.6996  0.074
H: -3.2947 -3.1920 -2.4091  0.075
H: 1.5714 0.1800 -5.0932  0.131
H: 2.8015 3.2581 -4.8523  0.065
H: 1.1734 3.4562 -4.8184  0.068
H: 0.0104 1.7778 0.6567  0.080
H: 3.1960 1.0398 1.4915  0.115
C: -3.4234 5.0550 -0.0527  -0.051
N: -3.3929 3.6371 0.2462  -0.191
C: -4.5832 2.9941 0.7799  -0.033
C: -2.2955 2.8917 0.0479  -0.340
O: -2.2283 1.6950 0.2862  -0.042
H: -3.6437 5.6288 0.8491  0.092
H: -4.1881 5.2703 -0.8015  0.090
H: -2.4563 5.3692 -0.4393  0.084
H: -4.3695 2.5545 1.7541  0.096
H: -4.9119 2.1959 0.1144  0.093
H: -5.3747 3.7321 0.8802  0.086
H: -1.4435 3.4611 -0.3556  0.135
C: 3.2305 -3.7773 4.3407  -0.063
N: 1.9154 -3.1798 4.4324  -0.200
C: 1.3284 -2.5727 3.2477  -0.043
C: 1.2126 -3.1669 5.5815  -0.363
O: 0.1073 -2.6785 5.7098  0.011
H: 3.9695 -3.0316 4.0397  0.088
H: 3.2328 -4.5861 3.6071  0.089
H: 3.5186 -4.1829 5.3086  0.080
H: 1.1184 -1.5186 3.4326  0.094
H: 0.3879 -3.0655 3.0005  0.096
H: 2.0139 -2.6638 2.4115  0.066
H: 1.7446 -3.6519 6.4190  0.130



3.
Entry from the OMol25 dataset: a structure of composition C17H22ClN3O2 in a non-equilibrium geometry (ωB97M-V/def2-TZVPD).

Values from the calculation:
* LUMO level: 0.0133 hartree
* spin multiplicity: 1
* calculated total energy: -39055.9411 eV

Last column: Löwdin charge in e.
Atoms and positions in Å:
C: 5.8464 0.9172 0.1425  0.011
C: 4.7909 -0.1660 0.3877  -0.216
C: 5.1912 -1.5191 0.7710  -0.092
C: 4.4131 -2.4289 1.0676  -0.851
C: 3.1361 -2.0989 0.8562  -0.145
C: 2.7238 -0.8774 0.7111  -0.008
C: 3.6708 0.1908 0.4911  -0.365
O: 3.2434 1.2525 -0.1085  0.004
C: 1.9134 1.6118 -0.1862  -0.251
C: 1.2081 1.2373 -1.4443  -0.236
H: 1.3259 -0.0850 -1.3885  0.193
H: 1.8378 1.4793 -2.3094  0.116
C: -0.2089 1.6849 -1.6493  -0.056
C: -1.1214 0.6930 -0.4231  -0.544
O: -0.6278 -0.2353 0.0070  0.119
N: -2.2682 1.2532 -0.2187  0.029
H: -2.6458 2.1629 -0.8815  0.238
C: -3.2300 0.6293 0.6250  -0.087
C: -4.1403 -0.7033 -0.1337  -0.181
H: -4.6838 -1.0527 0.7739  0.133
H: -3.2313 -1.4158 -0.4478  0.175
C: -4.7166 -0.2715 -1.1533  -0.324
N: -5.7276 0.7965 -0.9955  -0.025
C: -5.5243 2.1667 -1.2909  -0.262
N: -6.5524 2.6960 -1.1908  0.059
C: -7.3942 2.1140 -0.2958  -0.078
C: -6.7715 1.0084 -0.3693  -0.294
H: -7.2537 -0.2128 0.1537  0.206
H: -8.0961 2.5417 0.3208  0.089
H: -4.7921 2.5730 -2.0706  0.148
H: -4.1430 -0.0019 -2.1449  0.170
H: -5.3159 -1.0960 -1.8382  0.185
H: -4.0352 1.2938 0.9335  0.112
H: -2.6484 0.2885 1.3575  0.063
H: -0.3358 2.6721 -1.3050  0.077
H: -0.7390 1.1781 -2.3908  0.075
H: 1.8513 2.7196 -0.2577  0.121
H: 1.2790 1.3941 1.0065  0.225
H: 1.5844 -0.8303 0.6773  0.121
H: 2.4546 -3.1016 1.4524  0.197
Cl: 4.9665 -3.8860 1.6920  0.734
H: 6.5256 -1.7060 1.1042  0.208
H: 7.0288 0.5465 0.1791  0.141
H: 5.8055 1.3476 -0.9555  0.125
H: 5.8386 1.6141 0.7038  -0.057



4.
Entry from the OMol25 dataset: an isolated molecule of C17H22ClNO3S (ωB97M-V/def2-TZVPD).

Values from the calculation:
* LUMO level: 0.0092 hartree
* spin multiplicity: 1
* SMILES string: O=C(CCS(=O)(=O)c1ccccc1Cl)NCCC1=CCCCC1
* calculated total energy: -48976.5201 eV

Last column: Löwdin charge in e.
Atoms and positions in Å:
O: -1.4911 3.7986 0.9937  0.058
C: -1.3333 2.8418 0.2610  -0.516
C: -0.6828 2.9954 -1.1167  -0.124
C: 0.8220 2.8334 -0.9971  -0.209
S: 1.2057 1.0797 -0.6561  0.684
O: 0.2221 0.2442 -1.2966  -0.340
O: 1.3842 0.9011 0.7586  -0.306
C: 2.8126 0.7801 -1.4275  -0.287
C: 3.8949 0.5093 -0.6105  -0.049
C: 5.1374 0.2587 -1.1668  -0.061
C: 5.2883 0.2782 -2.5450  -0.064
C: 4.2087 0.5475 -3.3689  -0.089
C: 2.9657 0.8007 -2.8044  -0.633
Cl: 1.6140 1.1398 -3.8103  0.771
N: -1.7223 1.5932 0.5618  0.081
C: -2.2797 1.2632 1.8555  -0.155
C: -1.5161 0.1154 2.5251  -0.130
C: -1.7333 -1.1938 1.8152  -0.254
C: -0.7981 -1.7297 1.0430  -0.062
C: -0.9587 -3.0095 0.2824  -0.187
C: -2.1633 -3.8123 0.7658  -0.206
C: -3.3607 -2.8865 0.9443  -0.199
C: -3.0607 -1.8676 2.0396  -0.157
H: -1.0707 2.2503 -1.8123  0.112
H: -0.9145 3.9966 -1.4853  0.130
H: 1.3327 3.0993 -1.9194  0.076
H: 1.2273 3.3970 -0.1610  0.116
H: 3.7297 0.4957 0.4554  0.113
H: 5.9818 0.0470 -0.5300  0.109
H: 6.2535 0.0808 -2.9857  0.110
H: 4.3198 0.5634 -4.4413  0.108
H: -1.4436 0.8179 -0.0247  0.109
H: -2.2207 2.1699 2.4625  0.121
H: -3.3355 0.9960 1.7301  0.117
H: -0.4536 0.3623 2.5223  0.107
H: -1.8589 0.0352 3.5595  0.120
H: 0.1445 -1.2197 0.9077  0.085
H: -1.0730 -2.7615 -0.7786  0.115
H: -0.0466 -3.6057 0.3723  0.110
H: -1.9281 -4.2796 1.7247  0.115
H: -2.3961 -4.6060 0.0528  0.106
H: -4.2530 -3.4615 1.2021  0.107
H: -3.5538 -2.3642 0.0049  0.118
H: -3.0380 -2.3715 3.0123  0.124
H: -3.8583 -1.1223 2.0859  0.106



5.
Entry from the OMol25 dataset: a cluster of 5 separate species, C17H22F5N4O13 in total in a non-equilibrium geometry (ωB97M-V/def2-TZVPD).

Values from the calculation:
* LUMO level: -0.1301 hartree
* spin multiplicity: 1
* calculated total energy: -64142.7739 eV
* charge: +1

Last column: Löwdin charge in e.
Atoms and positions in Å:
C: -0.7269 -4.4532 0.2692  -0.060
C: -2.1857 -4.5268 0.7125  -0.148
C: -2.6800 -3.1277 1.0047  -0.292
F: -3.9886 -3.1341 1.3584  0.075
N: -1.9109 -2.5374 2.1024  0.049
N: -2.1504 -2.9176 3.3796  0.170
C: -1.2832 -2.2213 4.1267  -0.072
N: -0.5409 -1.4532 3.3933  0.177
C: -0.9032 -1.6485 2.1036  -0.293
N: -0.3610 -1.0809 1.0440  0.085
O: 0.6976 -0.2180 1.2001  0.042
H: -0.3717 -5.4650 0.1038  0.093
H: -0.0971 -4.0263 1.0463  0.078
H: -0.6397 -3.8786 -0.6436  0.053
H: -2.8204 -5.0185 -0.0163  0.129
H: -2.1999 -5.1154 1.6305  0.118
H: -2.5383 -2.4830 0.1391  0.154
H: -2.8514 -3.5947 3.6383  0.193
H: -1.2077 -2.2909 5.1966  0.155
H: -0.6636 -1.2775 0.1015  0.143
H: 0.6240 0.2198 2.0609  0.114
C: -3.8213 -2.9727 -3.4498  -0.030
C: -3.5069 -1.6257 -4.0554  -0.297
O: -2.5022 -1.1288 -3.1726  0.150
C: -1.8582 -2.2000 -2.6623  -0.560
O: -0.8059 -2.1508 -2.1016  0.139
O: -2.5545 -3.3371 -2.8713  0.072
F: -4.5718 -0.8013 -4.0242  0.099
H: -4.5726 -2.8986 -2.6627  0.147
H: -4.1431 -3.7074 -4.1821  0.147
H: -3.1075 -1.6637 -5.0696  0.182
C: 3.8662 0.0014 0.0500  -0.062
C: 4.2692 1.1914 -0.7857  -0.311
O: 5.2089 1.8432 0.0434  0.128
C: 5.7924 0.8799 0.8253  -0.537
O: 6.7851 1.0240 1.4426  0.206
O: 5.0613 -0.2689 0.7832  0.074
F: 3.2214 2.0285 -1.0103  0.066
H: 3.0626 0.2413 0.7444  0.117
H: 3.5732 -0.8578 -0.5490  0.142
H: 4.7364 0.9378 -1.7387  0.179
C: 3.8611 4.8499 -2.4269  -0.067
C: 4.2625 6.2332 -2.8813  -0.314
O: 4.8853 5.9758 -4.1268  0.137
C: 4.3141 4.8460 -4.6366  -0.547
O: 4.4056 4.4892 -5.7584  0.191
O: 3.6169 4.1880 -3.6715  0.063
F: 5.1617 6.7975 -2.0406  0.081
H: 4.6687 4.3430 -1.8970  0.137
H: 2.9708 4.8462 -1.8036  0.136
H: 3.4285 6.9216 -3.0293  0.174
C: -2.4748 1.4756 3.8821  -0.077
C: -2.5480 1.8244 2.4156  -0.327
O: -3.2938 3.0139 2.4194  0.140
C: -3.0600 3.6338 3.6254  -0.525
O: -3.3122 4.7568 3.8631  0.219
O: -2.4837 2.7582 4.4992  0.080
F: -3.2205 0.8691 1.7071  0.055
H: -3.3484 0.9073 4.2106  0.146
H: -1.5724 0.9250 4.1402  0.115
H: -1.5793 2.0026 1.9410  0.169